Formula: C19H20ClNO2S
Source: OMol25
Level of theory: ωB97M-V with the def2-TZVPD basis set

Properties
Electronic energy in eV: -48964.99025
2S+1: 1
Frontier orbital gap in eV: 2.9
Energy relative to the best compared isomer or geometry (same formula, charge and spin) in kcal/mol: 146.25

Last column: natural (NBO) charge in e.
Atoms and positions in Å:
1 C 0.005 0.204 3.339  -0.70
2 C -0.818 -0.122 2.164  0.08
3 C -0.593 0.231 0.836  -0.19
4 C -1.594 -0.126 -0.150  0.14
5 C -2.857 -0.814 0.266  -0.66
6 C -1.402 0.182 -1.483  -0.26
7 C -0.254 0.850 -1.923  0.12
8 C -0.079 1.141 -3.375  -0.65
9 C 0.710 1.229 -0.983  -0.25
10 C 0.583 0.941 0.365  0.13
11 C 1.687 1.378 1.271  -0.65
12 H -0.495 -0.152 4.248  0.24
13 H 0.995 -0.269 3.303  0.24
14 H 0.134 1.289 3.447  0.27
15 H -1.689 -0.741 2.379  0.22
16 H -3.501 -0.966 -0.607  0.23
17 H -2.661 -1.797 0.711  0.23
18 H -3.417 -0.214 0.996  0.24
19 H -2.169 -0.103 -2.208  0.22
20 H 0.872 1.649 -3.551  0.22
21 H -0.098 0.213 -3.960  0.24
22 H -0.893 1.777 -3.746  0.24
23 H 1.601 1.764 -1.331  0.22
24 H 2.477 1.860 0.681  0.23
25 H 1.348 2.115 2.010  0.25
26 H 2.147 0.530 1.793  0.23
27 N -6.527 10.376 7.296  -0.31
28 C -5.947 9.418 6.954  0.28
29 C -5.237 8.233 6.540  -0.18
30 C -3.838 8.212 6.543  -0.17
31 C -3.149 7.058 6.165  -0.18
32 C -3.878 5.936 5.771  -0.30
33 S -3.000 4.425 5.268  2.15
34 C -2.893 4.505 3.549  -0.88
35 Cl -1.949 3.434 2.719  0.04
36 O -1.688 4.554 5.863  -0.96
37 O -3.878 3.359 5.697  -0.96
38 C -5.272 5.934 5.773  -0.14
39 C -5.950 7.095 6.150  -0.17
40 H -3.284 9.098 6.851  0.23
41 H -2.060 7.030 6.186  0.25
42 H -3.490 5.239 3.013  0.23
43 H -5.823 5.037 5.492  0.24
44 H -7.039 7.108 6.152  0.23



Formula: C22H19BF11N2O3
Source: OMol25
Level of theory: ωB97M-V with the def2-TZVPD basis set

Properties
Electronic energy in eV: -62807.95509
2S+1: 1
Net charge: +1
Frontier orbital gap in eV: 8.1

Last column: natural (NBO) charge in e.
Atoms and positions in Å:
1 N 4.461 2.074 -2.971  -1.07
2 B 3.234 2.767 -3.039  1.16
3 O 3.146 3.967 -3.662  -0.88
4 N 1.929 2.236 -2.375  -0.04
5 F 0.882 2.883 -3.019  -0.17
6 C 1.898 2.694 -0.923  -0.29
7 C 0.886 3.771 -0.621  0.04
8 F 1.235 4.952 -1.173  -0.33
9 C 1.672 0.784 -2.573  -0.25
10 C 2.638 -0.137 -1.815  -0.51
11 C 1.981 -1.425 -1.380  0.65
12 F 2.744 -2.078 -0.540  -0.29
13 F 0.873 -1.102 -0.699  -0.32
14 C 1.562 -2.371 -2.514  0.57
15 F 0.937 -3.376 -1.934  -0.28
16 F 0.668 -1.807 -3.307  -0.30
17 C 2.743 -2.980 -3.346  0.55
18 F 3.938 -2.602 -2.908  -0.30
19 F 2.699 -4.284 -3.250  -0.27
20 C 2.662 -2.670 -4.865  0.92
21 F 2.687 -1.368 -5.069  -0.32
22 F 1.652 -3.222 -5.420  -0.27
23 F 3.728 -3.179 -5.410  -0.29
24 H 5.196 2.655 -3.362  0.43
25 H 4.707 1.871 -2.002  0.40
26 H 2.821 3.898 -4.574  0.53
27 H 2.895 3.042 -0.663  0.24
28 H 1.690 1.862 -0.255  0.25
29 H -0.133 3.489 -0.861  0.20
30 H 0.917 3.911 0.460  0.21
31 H 0.633 0.551 -2.372  0.27
32 H 1.806 0.588 -3.633  0.25
33 H 3.495 -0.316 -2.453  0.27
34 H 3.056 0.305 -0.913  0.24
35 C -6.572 0.336 4.897  -0.18
36 C -5.746 1.279 5.501  -0.19
37 C -4.391 1.297 5.219  -0.15
38 C -3.852 0.365 4.341  -0.16
39 C -4.679 -0.597 3.752  -0.06
40 C -6.041 -0.600 4.026  -0.18
41 C -4.116 -1.633 2.845  0.52
42 O -4.830 -2.465 2.327  -0.51
43 C -2.647 -1.630 2.590  -0.06
44 C -2.091 -2.621 1.790  -0.17
45 C -0.731 -2.623 1.535  -0.20
46 C 0.081 -1.628 2.073  -0.20
47 C -0.467 -0.642 2.874  -0.17
48 C -1.830 -0.643 3.143  -0.15
49 C -2.399 0.407 4.034  0.55
50 O -1.685 1.274 4.498  -0.53
51 H -7.633 0.329 5.113  0.22
52 H -6.162 2.001 6.191  0.22
53 H -3.749 2.033 5.684  0.24
54 H -6.682 -1.336 3.560  0.24
55 H -2.723 -3.393 1.371  0.24
56 H -0.299 -3.398 0.914  0.22
57 H 1.144 -1.626 1.869  0.21
58 H 0.163 0.129 3.298  0.23



Formula: C9H11ClIrO3
Source: OMol25
Level of theory: ωB97M-V with the def2-TZVPD basis set

Properties
Electronic energy in eV: -30989.68239
2S+1: 6
Net charge: +2
Frontier orbital gap (alpha / beta) in eV: 7.0 / 5.3
Energy relative to the best compared isomer or geometry (same formula, charge and spin) in kcal/mol: 13.79

Last column: natural (NBO) charge in e.
Atoms and positions in Å:
1 Cl 1.246 -0.366 1.769  -0.32
2 C -0.490 2.777 -0.021  -0.22
3 C -1.252 2.070 -1.034  -0.23
4 C -0.379 1.074 -1.609  -0.25
5 H -2.264 2.300 -1.378  0.30
6 C 0.921 1.196 -1.016  0.05
7 C 0.843 2.243 -0.046  -0.18
8 H 1.716 2.622 0.478  0.29
9 H -0.854 3.629 0.562  0.30
10 H -0.588 0.382 -2.419  0.29
11 C 2.104 0.397 -1.464  -0.68
12 Ir -0.836 0.658 0.659  0.75
13 C -2.250 -0.513 0.248  0.44
14 C -1.205 0.488 2.502  0.47
15 O -3.127 -1.229 -0.022  -0.33
16 O -1.418 0.286 3.623  -0.31
17 H 1.758 -0.545 -1.904  0.23
18 H 2.767 0.174 -0.625  0.26
19 H 2.703 0.890 -2.242  0.30
20 C -0.087 -3.365 0.826  -0.33
21 O 0.150 -2.398 -0.206  -0.24
22 H -1.169 -3.434 1.018  0.27
23 H 0.424 -3.072 1.757  0.25
24 H 0.294 -4.336 0.463  0.33
25 H 0.993 -1.926 0.082  0.54